{
  "formula": "C6H10N2O2",
  "method": "ωB97M-V with the def2-TZVPD basis set",
  "smiles": "C[C@H]1CNC(=O)[C@H]1C#N.O",
  "total_energy_ha": -494.5771,
  "symbols": ["C", "C", "C", "N", "C", "O", "C", "C", "N", "H", "H", "H", "H", "H", "H", "H", "H", "H", "O", "H"],
  "coordinates": [[-0.06, -2.94, 4.17], [0.95, -2.04, 3.48], [0.98, -0.59, 4.00], [2.22, -0.05, 3.47], [3.24, -1.21, 3.19], [4.45, -1.10, 3.24], [2.43, -2.49, 3.54], [2.84, -2.99, 4.86], [3.17, -3.36, 5.90], [0.13, -2.99, 5.25], [-1.07, -2.54, 4.02], [-0.01, -3.96, 3.76], [0.70, -1.99, 2.41], [0.10, -0.04, 3.63], [0.99, -0.57, 5.10], [2.56, 0.85, 3.77], [2.66, -3.26, 2.79], [2.12, 0.08, 1.52], [2.77, -0.64, 0.91], [2.15, -1.30, 0.57]]
}

{
  "formula": "C6H10N2O2",
  "method": "ωB97M-V with the def2-TZVPD basis set",
  "smiles": "CN1C[C@]1(CC=O)C(N)=O",
  "total_energy_ha": -494.5488,
  "symbols": ["C", "N", "C", "C", "C", "C", "O", "C", "N", "H", "H", "H", "H", "H", "H", "H", "H", "O", "H", "H"],
  "coordinates": [[-0.71, -2.46, 0.58], [0.46, -1.64, 0.32], [0.92, -1.44, -1.02], [0.31, -0.31, -0.25], [-1.06, 0.19, -0.68], [-1.90, 0.73, 0.45], [-3.10, 0.89, 0.37], [1.26, 0.72, 0.34], [1.74, 1.68, -0.47], [-1.38, -2.58, -0.29], [-0.36, -3.46, 0.87], [-1.28, -2.04, 1.41], [2.00, -1.46, -1.17], [0.32, -1.85, -1.84], [-0.97, 0.98, -1.44], [-1.64, -0.60, -1.18], [-1.37, 0.97, 1.40], [1.95, 0.51, 1.35], [1.07, 2.36, -0.81], [2.73, 1.91, -0.07]]
}

no.,LUMO energy (eV),frontier orbital gap (eV),HOMO level (eV)
1,0.34,10.20,-9.86
2,0.63,10.01,-9.38